{
  "formula": "C3H14O3S",
  "method": "the ωB97M-V functional and the def2-TZVPD basis",
  "symbols": ["C", "C", "S", "C", "H", "H", "H", "H", "H", "H", "H", "H", "O", "H", "H", "O", "H", "H", "O", "H", "H"],
  "xyz": [[-0.56917, 0.38715, -0.02658], [-0.92784, 1.86266, 0.37146], [0.32349, 3.07667, 0.11925], [0.60472, 2.90374, -1.66282], [0.13768, 0.55044, -0.82917], [-0.12242, -0.17376, 0.79089], [-1.45879, -0.06825, -0.45560], [-1.76673, 2.09479, -0.30245], [-1.26083, 2.00858, 1.39065], [1.02092, 3.81936, -2.07359], [-0.30531, 2.77554, -2.26898], [1.34162, 2.10841, -1.71369], [4.84722, -2.17979, 1.62334], [5.66535, -2.58010, 1.94797], [4.09246, -2.43685, 2.13436], [-0.65579, -2.54335, -3.40203], [-0.46981, -1.64141, -3.70236], [-0.16031, -3.01582, -4.08633], [-3.33875, -2.25639, 3.69578], [-2.76070, -2.19372, 4.45512], [-4.23701, -2.49792, 3.99479]],
  "atomic_forces_ev_per_a": [[0.00, 1.68, 0.31], [-1.07, -1.30, -0.90], [0.45, 1.00, -0.10], [0.02, 0.19, 0.11], [0.31, -0.71, -0.19], [-0.05, -0.13, -0.16], [0.08, -0.38, 0.29], [0.05, 0.35, 0.42], [-0.14, -0.22, 0.23], [0.37, 0.14, 0.35], [0.17, -0.52, 0.50], [-0.18, -0.11, -0.87], [0.86, 0.50, -0.86], [-0.67, -0.04, 0.22], [-0.19, -0.46, 0.64], [0.52, 0.37, -0.78], [-0.32, 0.06, 0.47], [-0.20, -0.43, 0.31], [-0.76, -0.14, -0.38], [-0.15, -0.07, 0.34], [0.91, 0.21, 0.04]],
  "relative_energy_ev": 1.192,
  "largest_force_ev_per_a": 1.90,
  "homo_energy_ev": -8.251,
  "mol_weight_g_mol": 130.21,
  "total_energy_ev": -20315.04296,
  "smiles": "CCSC.O.O.O"
}

=====

{
  "formula": "C3H14O3S",
  "method": "the ωB97M-V functional and the def2-TZVPD basis",
  "symbols": ["C", "C", "C", "S", "H", "H", "H", "H", "H", "H", "H", "H", "O", "H", "H", "O", "H", "H", "O", "H", "H"],
  "xyz": [[-3.45136, -3.36224, -0.35584], [-2.73362, -2.23851, -1.10080], [-1.22377, -2.42423, -0.90332], [-0.28986, -1.04822, -1.60624], [-4.49284, -3.43656, -0.56433], [-3.31780, -3.27028, 0.72682], [-3.09172, -4.35970, -0.55404], [-3.06618, -2.14819, -2.12254], [-3.08208, -1.32145, -0.62680], [-0.99608, -3.33108, -1.46716], [-1.03456, -2.56205, 0.16003], [0.93619, -1.48918, -1.29641], [1.47421, -0.02211, 3.47513], [1.87304, 0.62154, 2.88565], [0.75531, -0.44497, 3.00374], [5.40047, 4.15452, -1.10189], [4.82518, 4.00382, -1.85666], [4.97705, 3.66454, -0.38634], [0.06866, 4.38393, 2.33212], [0.31901, 4.84146, 3.13700], [-0.30247, 5.05558, 1.74943]],
  "atomic_forces_ev_per_a": [[0.47, -0.30, 0.49], [-0.24, 0.08, 1.25], [-0.77, -0.30, -0.78], [0.03, 0.25, 0.06], [-0.95, 0.36, -0.13], [-0.13, 0.28, -0.07], [0.54, -0.34, -0.50], [0.29, -0.27, -0.55], [0.21, 0.30, 0.02], [0.38, -0.04, 0.31], [0.19, 0.02, -0.08], [-0.01, -0.04, -0.01], [0.21, -0.09, 0.41], [-0.17, 0.00, -0.18], [-0.05, 0.11, -0.24], [-0.12, -0.13, 0.16], [0.00, 0.03, -0.10], [0.12, 0.10, -0.06], [-0.04, -0.10, -0.21], [0.00, 0.11, 0.07], [0.06, -0.03, 0.13]],
  "relative_energy_ev": 0.814,
  "largest_force_ev_per_a": 1.27,
  "homo_energy_ev": -9.163,
  "mol_weight_g_mol": 130.21,
  "total_energy_ev": -20315.42096,
  "smiles": "CCCS.O.O.O"
}

=====

{
  "formula": "C3H14O4",
  "method": "the ωB97M-V functional and the def2-TZVPD basis",
  "symbols": ["C", "C", "C", "H", "H", "H", "H", "H", "H", "H", "H", "O", "H", "H", "O", "H", "H", "O", "H", "H", "O"],
  "xyz": [[1.25234, 0.48138, -2.07985], [1.10961, 0.26792, -0.55321], [1.14581, 1.28785, 0.37502], [2.31447, 0.25502, -2.36786], [1.21123, 1.54254, -2.39606], [0.62831, -0.14487, -2.68898], [1.04353, -0.83522, -0.34469], [1.00661, 1.01913, 1.44691], [1.18698, 2.36490, 0.22842], [0.30449, 0.57586, 3.57647], [-0.74515, 0.55291, 2.17194], [0.22768, 0.07394, 2.74990], [-1.55581, -0.78264, -1.48826], [-0.41118, -2.83689, -2.17051], [-0.41099, -2.00251, -1.67158], [0.13476, -2.24457, 1.68457], [-2.54147, 0.92529, 1.92293], [-1.64723, 0.88899, 1.50113], [-0.48714, -1.90676, 1.49611], [-1.74081, 0.39220, -0.21901], [-2.02605, 0.12552, -1.17338]],
  "atomic_forces_ev_per_a": [[1.65, 1.56, 1.61], [0.00, -0.80, -3.30], [-0.94, -0.31, 1.68], [-0.65, -0.50, 0.36], [-0.56, -0.44, 0.43], [-0.50, -0.66, -0.05], [0.06, 1.37, 0.52], [0.35, -0.09, -0.79], [0.25, -0.27, -0.88], [-0.07, -0.13, -0.14], [-0.16, -0.55, 0.17], [-0.26, 0.64, 0.40], [-0.92, 1.77, 1.35], [-0.17, 0.24, 0.10], [0.01, 0.51, -0.07], [0.22, -0.25, 0.02], [1.19, -0.15, -0.45], [-0.69, 0.15, 0.10], [-0.28, 0.01, -0.15], [-0.34, -0.81, -1.51], [1.81, -1.27, 0.61]],
  "relative_energy_ev": 11.416,
  "largest_force_ev_per_a": 3.40,
  "homo_energy_ev": -9.570,
  "mol_weight_g_mol": 114.14,
  "total_energy_ev": -11517.19275
}